#w
ORCA calculation (wB97M-V/def2-TZVPD) on a 10-piece molecular cluster, C50H130N10O15 overall.

Structure (XYZ):
```
205
C50H130N10O15 wB97M-V/def2-TZVPD
C -4.55691 -2.86464 6.52670
O -5.10546 -1.82588 7.33487
C -6.51139 -1.89337 7.41338
C -7.04973 -1.04595 8.56533
C -6.62881 -1.61029 9.94051
N -8.51255 -0.84656 8.51464
H -5.15400 -3.77454 6.58727
H -3.51960 -3.07438 6.78765
H -4.61941 -2.50731 5.49883
H -6.96468 -1.53104 6.49070
H -6.90258 -2.89600 7.58595
H -6.58236 -0.07556 8.39800
H -6.80692 -2.68544 9.91989
H -7.09137 -1.09738 10.78376
H -5.56342 -1.50445 10.14508
H -9.04823 -1.65681 8.79146
H -8.89766 -0.54547 7.63082
C 4.16475 -8.10939 -7.90425
O 3.64445 -7.81412 -6.60596
C 3.15964 -8.93886 -5.87577
C 2.49471 -8.40818 -4.58482
C 3.45595 -7.91476 -3.52414
N 1.76814 -9.53288 -3.96900
H 3.38215 -8.37114 -8.61639
H 4.92214 -8.89039 -7.83710
H 4.61519 -7.21888 -8.34265
H 2.46339 -9.56820 -6.43009
H 3.99235 -9.57574 -5.57730
H 1.77219 -7.65644 -4.90254
H 4.08938 -7.11529 -3.90842
H 4.13351 -8.66838 -3.12280
H 2.87663 -7.60018 -2.65608
H 1.21342 -9.05873 -3.27074
H 0.92594 -9.69382 -4.50275
C -1.46035 2.18950 1.36705
O -0.74742 1.80929 0.21003
C 0.27347 0.76716 0.51352
C 1.04049 0.23793 -0.68396
C 1.90695 -1.04810 -0.37292
N 1.91480 1.22414 -1.26997
H -2.04651 1.37797 1.79825
H -2.10770 3.05412 1.22056
H -0.75502 2.59430 2.09284
H 0.96308 1.12980 1.27577
H -0.26934 -0.06637 0.95928
H 0.28753 -0.17663 -1.35424
H 2.60942 -0.91667 0.45008
H 2.50014 -1.41575 -1.21021
H 1.32765 -1.89849 -0.01325
H 1.48276 2.13473 -1.33538
H 2.66553 1.31929 -0.60106
C 3.03908 -0.08195 -10.63911
O 2.08884 -0.55213 -9.73181
C 2.05409 -1.94579 -9.72074
C 1.03708 -2.55526 -8.64432
C 1.58706 -2.37097 -7.23814
N 0.76511 -3.97712 -8.78279
H 3.05968 -0.58110 -11.60788
H 4.03699 -0.04611 -10.20208
H 2.75964 0.94399 -10.87882
H 1.68614 -2.33358 -10.67066
H 3.05092 -2.35380 -9.55361
H 0.05623 -2.09253 -8.75351
H 0.95628 -2.76884 -6.44321
H 1.66490 -1.31475 -6.98038
H 2.57998 -2.79077 -7.07695
H 0.05942 -4.25872 -8.11736
H 1.59506 -4.45571 -8.46305
C 8.46461 -2.92221 2.73522
O 9.01781 -3.68014 1.68894
C 8.32147 -4.84405 1.27352
C 9.38757 -5.73801 0.51039
C 9.88030 -5.00528 -0.76393
N 8.75189 -7.01153 0.12072
H 9.11145 -2.07763 2.97270
H 8.29072 -3.53523 3.61957
H 7.49222 -2.54462 2.41901
H 7.97141 -5.38760 2.15107
H 7.41830 -4.58966 0.71884
H 10.13004 -5.91575 1.28836
H 10.30102 -4.06462 -0.40859
H 9.02038 -4.83461 -1.41161
H 10.69133 -5.56147 -1.23400
H 8.15610 -7.32488 0.87369
H 9.54900 -7.63079 0.15566
C -2.67882 -9.24811 -5.13158
O -2.48969 -8.56976 -3.94468
C -3.58589 -8.64220 -2.99248
C -3.36913 -7.52944 -1.95284
N -2.51856 -8.06920 -0.87671
C -2.20697 -6.90994 -0.07593
C -1.32674 -7.34161 1.12364
O -0.67677 -6.20326 1.66795
C 0.41630 -6.54256 2.48826
H -3.04075 -10.27459 -5.07302
H -1.75630 -9.24377 -5.71214
H -3.42738 -8.82629 -5.80227
H -3.66591 -9.60867 -2.49487
H -4.54836 -8.48600 -3.47967
H -4.31053 -7.18072 -1.52828
H -3.04103 -6.66492 -2.52995
H -3.06738 -8.72017 -0.33347
H -3.16650 -6.47840 0.20899
H -1.63886 -6.14881 -0.61074
H -0.58364 -8.10968 0.90922
H -1.89696 -7.75808 1.95400
H 0.17505 -7.36683 3.15945
H 0.71399 -5.67692 3.07999
H 1.29001 -6.97849 2.00382
C 2.23917 8.02549 -2.77847
O 2.55631 7.07116 -1.86714
C 3.60526 7.39857 -0.90845
C 3.98783 6.22489 -0.05254
N 4.68362 6.66721 1.17227
C 5.04048 5.52839 1.95030
C 6.15193 4.63977 1.29561
O 5.58507 3.68864 0.45473
C 6.54892 3.05271 -0.41389
H 2.37635 9.05338 -2.44273
H 1.19326 7.98975 -3.08327
H 2.80949 7.83084 -3.68675
H 3.10111 8.03813 -0.18398
H 4.52589 7.83398 -1.29700
H 4.63560 5.61910 -0.68618
H 3.16423 5.54565 0.16746
H 3.98686 7.05494 1.79220
H 4.21076 4.85662 2.17032
H 5.52436 5.97172 2.82060
H 6.63171 4.09896 2.11135
H 6.88645 5.27343 0.79856
H 6.12780 2.16733 -0.89020
H 7.37095 2.72689 0.22348
H 7.07417 3.69551 -1.12031
C -1.69296 4.41381 11.05719
O -0.87435 4.50966 9.86299
C -1.52400 4.35061 8.63557
C -2.19709 2.96215 8.52106
N -1.27553 1.89176 8.19964
C -0.37002 1.51644 9.30651
C 0.32143 0.09980 9.10709
O 1.12451 -0.18411 10.19630
C 1.97918 -1.29528 10.02078
H -1.23830 4.82697 11.95757
H -1.91356 3.36047 11.23014
H -2.59614 5.00733 10.91538
H -0.87896 4.52095 7.77359
H -2.31311 5.08819 8.48935
H -3.02445 2.91125 7.81326
H -2.84852 2.66228 9.34193
H -1.86800 1.13067 7.89995
H -0.94901 1.53006 10.22992
H 0.40694 2.26144 9.47803
H 0.91769 0.11834 8.19483
H -0.45001 -0.66200 8.99468
H 2.63096 -1.55329 10.85548
H 2.64573 -1.22627 9.16110
H 1.37688 -2.17596 9.79775
C -0.46647 2.99617 -6.33869
O -1.87843 3.29843 -6.47865
C -2.73165 3.00853 -5.31293
C -3.15198 1.49564 -5.30253
N -3.56525 1.08334 -3.94729
C -4.16971 -0.23267 -4.00351
C -4.85786 -0.45449 -2.58292
O -5.77513 -1.54969 -2.59466
C -7.10861 -1.02749 -2.90156
H -0.00096 3.06966 -7.32155
H -0.25611 2.03008 -5.87990
H 0.08660 3.68166 -5.69659
H -3.62678 3.63015 -5.33376
H -2.11669 3.27435 -4.45311
H -2.30300 0.89162 -5.62266
H -3.88440 1.35641 -6.09769
H -2.99790 1.26950 -3.13269
H -3.37822 -0.97895 -4.07202
H -4.98384 -0.25327 -4.72799
H -5.26652 0.48258 -2.20475
H -4.13168 -0.61622 -1.78631
H -7.82243 -1.81285 -3.15011
H -7.07674 -0.22218 -3.63542
H -7.43399 -0.54006 -1.98252
C -6.03348 7.60731 -0.23989
O -5.78944 8.31150 -1.42502
C -4.48027 8.87271 -1.55575
C -4.03725 9.87424 -0.42447
N -4.97719 10.92199 -0.06138
C -4.49685 11.93942 0.86882
C -3.25827 12.81767 0.43601
O -2.09191 12.01703 0.50386
C -0.98169 12.84586 -0.02214
H -7.11706 7.48971 -0.25115
H -5.87708 8.07223 0.73350
H -5.58409 6.61514 -0.19803
H -4.30629 9.32809 -2.53067
H -3.73792 8.07691 -1.49461
H -3.04043 10.25825 -0.64123
H -3.95018 9.33951 0.52136
H -5.31171 11.40169 -0.88485
H -4.21302 11.44762 1.79923
H -5.29599 12.67144 0.98561
H -3.26800 13.68097 1.10138
H -3.45662 13.26321 -0.53879
H -0.73130 13.66647 0.65020
H -1.19143 13.24355 -1.01508
H -0.05732 12.27478 0.06453
```

Values from the calculation:
total charge: 0
SMILES: COC[C@H](C)N.COC[C@H](C)N.COC[C@H](C)N.COC[C@H](C)N.COC[C@H](C)N.COCCNCCOC.COCCNCCOC.COCCNCCOC.COCCNCCOC.COCCNCCOC

Mulliken population analysis, charges in e, atoms 1 to 99:
1. C -0.70
2. O -0.23
3. C -0.74
4. C 0.53
5. C -1.33
6. N -0.67
7. H 0.32
8. H 0.21
9. H 0.30
10. H 0.29
11. H 0.32
12. H 0.24
13. H 0.32
14. H 0.38
15. H 0.31
16. H 0.23
17. H 0.24
18. C -0.78
19. O -0.27
20. C -0.72
21. C 0.55
22. C -1.42
23. N -0.81
24. H 0.30
25. H 0.32
26. H 0.24
27. H 0.33
28. H 0.33
29. H 0.32
30. H 0.35
31. H 0.37
32. H 0.33
33. H 0.27
34. H 0.29
35. C -0.80
36. O -0.25
37. C -0.73
38. C 0.47
39. C -1.51
40. N -0.64
41. H 0.30
42. H 0.27
43. H 0.32
44. H 0.32
45. H 0.36
46. H 0.21
47. H 0.35
48. H 0.36
49. H 0.42
50. H 0.31
51. H 0.22
52. C -0.78
53. O -0.26
54. C -0.75
55. C 0.49
56. C -1.46
57. N -0.74
58. H 0.32
59. H 0.31
60. H 0.25
61. H 0.36
62. H 0.32
63. H 0.33
64. H 0.41
65. H 0.32
66. H 0.35
67. H 0.28
68. H 0.26
69. C -0.73
70. O -0.28
71. C -0.76
72. C 0.27
73. C -1.13
74. N -0.69
75. H 0.24
76. H 0.29
77. H 0.29
78. H 0.38
79. H 0.38
80. H 0.28
81. H 0.30
82. H 0.29
83. H 0.35
84. H 0.24
85. H 0.28
86. C -0.88
87. O -0.24
88. C -0.61
89. C -0.74
90. N -0.33
91. C -0.57
92. C -0.59
93. O -0.29
94. C -0.80
95. H 0.36
96. H 0.23
97. H 0.35
98. H 0.31
99. H 0.41

#x
ORCA calculation (wB97M-V/def2-TZVPD) on a 10-piece molecular cluster, C50H130N10O15 overall.

Structure (XYZ):
```
205
C50H130N10O15 wB97M-V/def2-TZVPD
C 19.60384 9.77446 11.42270
O 19.48371 9.50809 12.82570
C 18.09131 9.20435 13.11794
C 17.95829 9.31618 14.64717
C 18.70517 8.18668 15.28772
N 16.54236 9.25862 15.03985
H 20.69015 9.70922 11.17336
H 19.20408 10.73980 11.10540
H 19.02911 9.05624 10.82374
H 17.40235 9.94956 12.69213
H 17.98236 8.20488 12.74705
H 18.40882 10.29986 14.81439
H 18.62885 8.41462 16.34497
H 19.75378 8.13293 14.96232
H 18.21741 7.25641 15.00385
H 16.05974 10.12560 14.82309
H 16.37637 9.13078 16.06921
C 16.47397 17.86967 14.37857
O 16.04348 17.38740 15.69370
C 15.29587 18.35128 16.44297
C 14.97403 17.77475 17.85879
C 14.36702 16.37232 17.80567
N 14.09103 18.75237 18.58789
H 16.95708 16.97304 13.98086
H 17.19146 18.64199 14.57235
H 15.60717 18.17768 13.81924
H 15.88777 19.25427 16.60908
H 14.33780 18.63754 15.95533
H 15.95033 17.67528 18.37406
H 14.16552 15.99992 18.81520
H 15.03376 15.68628 17.28703
H 13.38138 16.36787 17.32521
H 13.69816 18.26665 19.41947
H 13.23385 18.86768 18.03301
C 10.38595 17.52501 13.01716
O 11.29760 16.86148 13.86600
C 11.32658 15.46302 13.73734
C 12.50527 14.91460 14.52592
C 13.84470 15.49578 14.02606
N 12.45230 13.42986 14.48633
H 9.40554 17.03918 13.08286
H 10.78749 17.45453 12.00798
H 10.25164 18.51310 13.43040
H 10.42297 14.97718 14.15044
H 11.43022 15.17723 12.66833
H 12.31023 15.18804 15.56597
H 13.97840 15.30288 12.97574
H 14.59657 14.89175 14.55110
H 14.04543 16.55258 14.20464
H 12.57166 13.05194 13.54004
H 13.30840 13.13395 14.97020
C 24.86980 10.59651 16.37412
O 24.01300 10.50022 15.26533
C 23.81048 11.74211 14.60610
C 22.63832 11.58616 13.65024
C 22.44003 12.92487 12.92401
N 21.47134 11.26237 14.41326
H 24.55459 11.37557 17.06976
H 25.92292 10.73779 16.05118
H 24.74538 9.59589 16.80911
H 23.66081 12.57084 15.31116
H 24.73363 12.01103 14.06716
H 22.82729 10.77224 12.91356
H 22.41840 13.77229 13.60028
H 21.48736 13.01725 12.40527
H 23.16118 13.17470 12.14258
H 21.64062 10.59170 15.15448
H 20.84366 10.74537 13.78115
C 15.41519 12.26530 12.90723
O 16.04933 12.48665 14.15514
C 17.37034 12.92576 13.99821
C 18.08950 13.19044 15.29603
C 17.43194 14.25693 16.12205
N 19.49707 13.56611 15.05619
H 14.47330 11.76819 13.13522
H 15.99208 11.54953 12.28915
H 15.34934 13.13268 12.26735
H 17.79739 12.08786 13.45379
H 17.42670 13.82027 13.36373
H 18.13682 12.28105 15.91981
H 17.86352 14.20404 17.11737
H 16.36807 14.13313 16.29551
H 17.70800 15.23616 15.77430
H 19.99722 12.69220 14.88012
H 19.54804 13.99109 14.12342
C 19.50266 14.48345 10.95534
O 19.49151 15.19646 12.21005
C 20.49368 16.22385 12.07670
C 20.47632 17.00951 13.41985
N 21.22778 16.37868 14.49251
C 21.37303 17.18496 15.67570
C 20.15651 17.19471 16.54199
O 20.23553 18.23364 17.48466
C 19.23634 18.16710 18.49845
H 20.43278 13.92123 10.86890
H 19.38725 15.22358 10.18445
H 18.68282 13.77301 11.03534
H 20.25868 16.92198 11.23184
H 21.52634 15.85556 11.92790
H 19.40510 17.03115 13.61468
H 20.85376 18.01365 13.23075
H 20.74633 15.52089 14.77582
H 21.58348 18.22799 15.42046
H 22.22680 16.79949 16.26179
H 20.08577 16.21574 17.00896
H 19.30164 17.34250 15.86552
H 18.24798 18.21308 18.00118
H 19.42943 18.93990 19.20490
H 19.30478 17.18552 18.98431
C 16.03698 9.92297 10.05375
O 15.43366 9.15852 9.02105
C 14.04662 9.16000 8.82595
C 13.37041 10.51904 8.49814
N 13.46844 11.49317 9.60770
C 12.72717 12.68152 9.22459
C 12.43068 13.62068 10.36611
O 11.73256 12.92676 11.41844
C 10.31394 12.91510 11.18983
H 17.09354 9.95350 9.82678
H 15.99661 9.50234 11.04740
H 15.64097 10.92250 10.03170
H 13.49751 8.69797 9.66108
H 13.82560 8.55749 7.95608
H 12.31440 10.32993 8.27842
H 13.87387 10.91438 7.61120
H 13.05814 11.09401 10.47415
H 11.77384 12.35905 8.75386
H 13.30054 13.25582 8.49540
H 11.80083 14.48460 10.06178
H 13.34829 14.02884 10.80136
H 9.80733 12.38544 12.00943
H 10.13232 12.38383 10.25475
H 9.82977 13.90890 11.19500
C 21.05216 12.44760 17.50414
O 21.87818 11.88258 18.49963
C 21.33368 10.83011 19.32608
C 20.76567 11.35429 20.63440
N 19.53308 12.09061 20.42261
C 19.16782 12.85356 21.61201
C 17.95451 13.73808 21.42061
O 18.20216 14.58493 20.29395
C 17.08468 15.24756 19.77816
H 20.39350 11.75012 17.03948
H 21.81275 12.84953 16.87219
H 20.48117 13.29468 17.87265
H 22.21541 10.21632 19.51610
H 20.62442 10.29636 18.69571
H 21.53875 11.96316 21.14504
H 20.61905 10.47598 21.28386
H 19.72341 12.81206 19.72808
H 19.96542 13.55311 21.94788
H 18.93679 12.17670 22.43552
H 17.86366 14.40656 22.30529
H 17.01766 13.17112 21.25208
H 16.60802 15.93005 20.50359
H 16.32248 14.54159 19.43714
H 17.36649 15.83650 18.91184
C 15.45482 9.32761 22.19577
O 15.72461 9.20704 20.77167
C 16.89294 9.91015 20.37072
C 16.98583 9.66084 18.87454
N 15.84598 10.18880 18.10528
C 15.90412 11.63404 17.80084
C 14.59422 12.04294 17.14989
O 13.56068 11.86252 18.13748
C 12.27004 12.32358 17.77738
H 16.34564 9.01781 22.72574
H 14.57315 8.73735 22.35824
H 15.33696 10.38674 22.38258
H 17.81472 9.56708 20.87503
H 16.71877 10.99230 20.55176
H 17.06600 8.57078 18.71340
H 17.88731 10.12484 18.47361
H 15.02965 10.02150 18.68613
H 16.74544 11.81846 17.13681
H 15.95718 12.21116 18.72798
H 14.35388 11.49584 16.21807
H 14.62840 13.10627 16.86443
H 12.34885 13.40802 17.53866
H 11.58050 12.17076 18.59568
H 11.82493 11.79591 16.94428
C 11.72407 10.37508 13.97890
O 11.32740 8.99898 13.81866
C 12.41945 8.03026 14.03335
C 12.94466 7.97579 15.45155
N 11.83794 7.51382 16.29994
C 11.95435 7.89356 17.67208
C 10.61587 7.58819 18.38811
O 9.53218 8.25311 17.77648
C 9.55326 9.64119 17.84814
H 10.88250 11.00562 13.73769
H 12.59415 10.64752 13.36477
H 12.06233 10.69748 14.97427
H 13.27540 8.26212 13.37794
H 11.92940 7.07866 13.75060
H 13.29140 8.98991 15.75316
H 13.77649 7.28250 15.51639
H 10.94221 7.84790 15.93896
H 12.23488 8.94506 17.67442
H 12.79881 7.43073 18.23019
H 10.65751 7.98445 19.44070
H 10.37291 6.53691 18.30568
H 9.62424 9.92135 18.92539
H 8.68838 9.99878 17.30413
H 10.46541 10.07931 17.41779
```

Values from the calculation:
total charge: 0
SMILES: COC[C@H](C)N.COC[C@H](C)N.COC[C@H](C)N.COC[C@H](C)N.COC[C@H](C)N.COCCNCCOC.COCCNCCOC.COCCNCCOC.COCCNCCOC.COCCNCCOC

Mulliken population analysis, charges in e, atoms 1 to 99:
1. C -0.94
2. O -0.48
3. C -0.02
4. C 2.77
5. C -1.79
6. N -0.34
7. H 0.28
8. H 0.15
9. H 0.49
10. H -1.02
11. H 0.81
12. H -1.37
13. H 0.42
14. H 0.30
15. H 0.42
16. H -0.26
17. H 0.08
18. C -0.91
19. O 0.38
20. C -1.13
21. C 1.05
22. C -0.58
23. N -0.79
24. H -0.13
25. H 0.39
26. H 0.55
27. H 0.25
28. H 0.38
29. H -0.34
30. H 0.59
31. H -0.40
32. H 0.36
33. H 0.32
34. H 0.31
35. C -0.84
36. O -0.30
37. C -0.31
38. C 0.81
39. C -0.30
40. N 0.42
41. H 0.31
42. H 0.31
43. H 0.25
44. H 0.38
45. H -0.10
46. H -0.34
47. H 0.15
48. H -0.31
49. H 0.43
50. H -0.32
51. H -0.56
52. C -0.72
53. O -0.31
54. C -1.07
55. C 0.63
56. C -1.03
57. N -0.06
58. H 0.31
59. H 0.27
60. H 0.23
61. H 0.33
62. H 0.53
63. H 0.28
64. H 0.19
65. H -0.16
66. H 0.57
67. H 0.34
68. H -0.45
69. C 0.06
70. O 1.67
71. C -0.53
72. C 1.54
73. C -0.16
74. N 1.43
75. H -0.88
76. H -0.19
77. H 0.19
78. H 0.28
79. H 0.50
80. H -0.37
81. H -0.07
82. H -1.21
83. H -0.12
84. H -1.15
85. H 0.00
86. C -0.81
87. O 0.06
88. C -0.88
89. C -0.22
90. N -0.09
91. C -1.24
92. C 1.22
93. O -0.53
94. C -0.10
95. H 0.31
96. H 0.39
97. H 0.05
98. H 0.53
99. H 0.28

Ranking the structures above by stability puts #x first and #w last.